{"formula": "C6H14Cl", "method": "the ωB97M-V functional and the def2-TZVPD basis", "total_energy_ha": -697.13215, "orbital_gap_ev": [12.02, 6.66], "spin_multiplicity": 2, "lumo_ha": [0.045, -0.152], "charge": 0, "homo_energy_ev": [-10.793, -10.792], "elements": ["Cl", "H", "C", "C", "C", "C", "C", "C", "H", "H", "H", "H", "H", "H", "H", "H", "H", "H", "H", "H", "H"], "xyz": [[4.5710, -0.1563, 2.2214], [0.2738, -0.1094, 1.1508], [-0.1413, -0.0350, 0.1213], [-0.3480, -1.4129, -0.4986], [-1.4661, 0.7271, 0.1471], [-2.5743, 0.0892, 0.9630], [0.8935, 0.7710, -0.6627], [2.2881, 0.1711, -0.6675], [-0.7066, -1.3213, -1.5360], [0.6137, -1.9373, -0.4932], [-1.1013, -1.9524, 0.0867], [-1.2784, 1.7392, 0.5152], [-1.8140, 0.8396, -0.8861], [-3.4152, 0.7896, 0.9757], [-2.9060, -0.8564, 0.5288], [-2.2389, -0.1059, 1.9866], [0.5363, 0.8839, -1.6945], [0.9288, 1.7723, -0.2213], [2.9270, 0.9038, -1.1763], [2.6723, -0.0194, 0.3439], [2.2856, -0.7804, -1.2041]], "forces_ev_per_angstrom": [[0.1, 0.0, 0.1], [-0.4, -0.2, -0.3], [0.0, 0.3, -0.1], [0.2, 0.1, 0.4], [0.3, 0.1, 0.0], [0.0, 0.2, 0.0], [-0.3, 0.0, 0.2], [0.0, 0.2, -0.1], [0.1, 0.0, 0.3], [-0.4, -0.3, -0.1], [0.3, -0.2, -0.2], [0.0, 0.0, 0.0], [0.1, 0.0, 0.0], [-0.1, -0.3, 0.2], [-0.1, 0.1, 0.1], [-0.1, 0.1, 0.0], [0.1, 0.1, 0.0], [0.0, 0.0, -0.1], [0.3, -0.5, 0.1], [-0.2, 0.2, -0.3], [0.3, 0.2, -0.1]], "nbo_charge": [0.005, 0.189, -0.211, -0.616, -0.388, -0.606, -0.384, -0.613, 0.202, 0.209, 0.210, 0.197, 0.191, 0.211, 0.201, 0.201, 0.191, 0.195, 0.210, 0.206, 0.201]}